Record 1
Below is a 2-piece molecular cluster, C4H13N2O overall, with properties calculated with ωB97M-V/def2-TZVPD.

```
20
C4H13N2O (ωB97M-V/def2-TZVPD)
C -1.472 -2.414 -0.127
C -1.836 -0.917 -0.300
C -0.574 -0.090 -0.159
C -0.392 0.676 0.988
N 0.807 1.467 1.319
N 0.303 0.061 -1.232
H -0.957 -3.046 -0.912
H -2.294 -3.045 0.291
H -0.948 -2.463 0.922
H -2.572 -0.728 0.476
H -2.451 -0.632 -1.141
H -1.008 0.505 1.979
H 0.654 2.458 0.850
H 0.739 1.555 2.443
H 1.736 1.185 0.950
H 1.095 0.582 -1.188
H 0.114 -0.632 -2.017
H 3.628 1.968 -0.563
H 2.674 1.899 -1.711
O 2.753 1.610 -0.868
```

Properties
HOMO energy = -12.4 eV
frontier orbital gap = 9.02 eV
molar mass = 105.16 g mol⁻¹
ΔE to the lowest compared entry with this formula, charge and spin = 73.9 kcal/mol
net charge = +1
E_LUMO = -3.4 eV

=====

Record 2
Below is C32H63Be2Br2Cl4F4N4NaO10 as an isolated structure, with properties calculated with ωB97M-V/def2-TZVPD.

```
122
C32H63Be2Br2Cl4F4N4NaO10 (ωB97M-V/def2-TZVPD)
C 4.884 -1.698 2.062
C 3.587 -0.695 1.998
C 3.950 0.899 1.868
C 4.055 1.430 0.289
C 2.588 2.020 -0.234
C 2.346 3.547 0.316
C 0.788 3.919 0.664
C -0.129 4.311 -0.656
C -0.424 2.936 -1.560
C 0.366 2.969 -2.996
C 0.229 1.603 -3.896
C 0.799 0.314 -3.058
C 0.649 -1.132 -3.819
C -0.088 -2.305 -2.944
C 0.471 -2.480 -1.408
C -0.631 -3.052 -0.335
C -1.607 -1.857 0.311
N -2.244 -1.094 -0.829
C -2.787 -2.643 1.133
C -3.587 -1.741 2.243
C -5.153 -1.417 1.883
F -6.011 -2.646 1.962
Br -5.451 -0.501 0.130
C -5.676 -0.349 3.059
F -5.276 -0.794 4.440
F -7.161 -0.242 3.084
Br -4.979 1.525 2.773
C -0.619 -0.925 1.228
O 0.444 -1.391 1.888
O -0.907 0.545 1.322
H 5.408 -1.664 1.012
H 4.474 -2.784 2.298
H 5.579 -1.379 2.952
H 2.942 -0.850 2.978
H 2.940 -1.051 1.062
H 3.067 1.513 2.372
H 4.914 1.138 2.494
H 4.808 2.350 0.298
H 4.461 0.564 -0.409
H 1.735 1.276 0.122
H 2.602 1.993 -1.407
H 2.944 3.625 1.345
H 2.829 4.359 -0.387
H 0.312 3.064 1.307
H 0.794 4.901 1.343
H 0.346 5.144 -1.333
H -1.195 4.618 -0.223
H -0.132 2.040 -0.854
H -1.586 2.796 -1.786
H 1.478 3.292 -2.780
H -0.111 3.856 -3.635
H 0.936 1.745 -4.839
H -0.847 1.400 -4.319
H 1.950 0.412 -2.760
H 0.187 0.240 -2.042
H -0.022 -0.927 -4.785
H 1.695 -1.493 -4.206
H 0.156 -3.334 -3.498
H -1.268 -2.197 -3.019
H 1.330 -3.307 -1.467
H 0.996 -1.521 -0.967
H -1.335 -3.828 -0.855
H -0.129 -3.601 0.592
H -2.597 -0.152 -0.544
H -2.973 -1.658 -1.329
H -3.553 -3.048 0.327
H -2.326 -3.590 1.657
H -3.606 -2.388 3.246
H -3.079 -0.726 2.526
Be 2.539 1.987 -3.981
O -8.988 1.676 5.679
C -10.091 0.919 5.597
C -10.032 0.039 4.261
O -11.141 -0.710 4.173
H -11.060 1.447 5.563
H -10.267 0.201 6.417
H -9.068 -0.497 4.301
H -9.844 0.754 3.441
Be -5.941 -3.924 3.719
O -12.565 0.736 2.020
H -11.916 0.439 2.631
C -4.665 -5.948 -0.573
Cl -4.343 -4.446 -1.476
Cl -5.713 -5.590 0.822
Cl -5.479 -7.120 -1.641
Cl -3.126 -6.637 0.002
C 3.317 -0.841 6.029
O 3.738 -0.881 4.881
N 2.068 -1.258 6.438
C 1.647 -1.175 7.821
C 1.148 -1.796 5.458
H 3.933 -0.450 6.856
H 1.405 -2.180 8.177
H 0.759 -0.539 7.882
H 2.436 -0.752 8.448
H 1.603 -2.671 4.984
H 0.961 -1.038 4.691
H 0.204 -2.082 5.930
Na 3.435 -1.556 -4.603
F -12.465 2.886 2.494
N -2.565 -9.867 1.423
O -3.252 -10.065 0.407
O -2.799 -10.502 2.465
O -1.645 -9.033 1.397
C 7.190 4.985 -7.455
C 7.718 4.377 -6.163
C 7.341 2.898 -5.990
O 5.961 2.788 -5.615
C 5.083 2.509 -6.705
N 7.112 5.125 -5.017
H 6.105 5.110 -7.445
H 7.626 5.977 -7.612
H 7.458 4.364 -8.316
H 8.803 4.510 -6.103
H 7.915 2.491 -5.153
H 7.589 2.295 -6.871
H 5.577 1.975 -7.521
H 4.658 3.446 -7.073
H 4.262 1.893 -6.329
H 7.101 6.143 -5.145
H 7.588 4.911 -4.131
H 6.139 4.793 -4.900
```

Properties
HOMO energy = -5.3 eV
frontier orbital gap = 0.95 eV
molar mass = 1082.50 g mol⁻¹
ΔE to the lowest compared entry with this formula, charge and spin = 346.5 kcal/mol
net charge = 0
E_LUMO = -4.3 eV